<A>
Molecular formula: C3H9N3O2
Method: DFT, ωB97M-V/def2-TZVPD

Properties
E_HOMO: -9.22 eV
Kohn-Sham gap: 0.3588 hartree
SMILES string: CCN=C(NO)NO

Last columns: bonded neighbours and bond lengths (Å).
CARTESIAN COORDINATES (ANGSTROEM)
1 C -0.92919 1.84867 1.80689  C2 1.564, H9 1.311, H10 1.220, H11 1.231
2 C -1.56696 0.70108 0.95732  C1 1.564, N3 1.463, H12 1.088, H13 1.008
3 N -0.94287 0.41031 -0.33330  C2 1.463, C4 1.290
4 C 0.06608 -0.39335 -0.34368  N3 1.290, N5 1.478, N7 1.396
5 N 0.47466 -1.03691 0.92216  C4 1.478, O6 1.378, H14 0.989
6 O 1.83575 -1.20962 0.79061  N5 1.378, H15 0.919
7 N 0.44305 -0.88800 -1.59342  C4 1.396, O8 1.484, H16 1.020
8 O 0.47898 0.22852 -2.57078  N7 1.484, H17 1.044
9 H -1.63050 2.84746 1.32717  C1 1.311
10 H 0.28189 1.84512 1.95366  C1 1.220
11 H -1.47495 1.74361 2.90494  C1 1.231
12 H -2.56812 0.98990 0.64567  C2 1.088
13 H -1.54405 -0.11798 1.54526  C2 1.008
14 H 0.15290 -0.46640 1.66254  N5 0.989
15 H 2.20189 -0.36682 0.77401  O6 0.919
16 H 1.36769 -1.31646 -1.62690  N7 1.020
17 H -0.54815 0.35425 -2.43621  O8 1.044

---

<B>
Molecular formula: C3H9N3O2
Method: DFT, ωB97M-V/def2-TZVPD

Properties
E_HOMO: -9.30 eV
Kohn-Sham gap: 0.3445 hartree
SMILES string: CCC(N)=O.NN=O

Last columns: bonded neighbours and bond lengths (Å).
CARTESIAN COORDINATES (ANGSTROEM)
1 C 1.17162 -1.85575 -0.42751  C2 1.518, H6 1.094, H7 1.092, H8 1.095
2 C 0.91412 -0.55322 0.30809  C1 1.518, C3 1.702, H9 1.093, H10 1.092
3 C -0.72689 -0.16334 0.07864  C2 1.702, N4 1.397, O5 1.233
4 N -0.99081 0.07680 -1.27239  C3 1.397, H11 1.012, H12 1.011
5 O -1.54512 -0.76851 0.77556  C3 1.233
6 H 1.11947 -1.72363 -1.51264  C1 1.094
7 H 0.42911 -2.60861 -0.15321  C1 1.092
8 H 2.17900 -2.22288 -0.20563  C1 1.095
9 H 1.04592 -0.68085 1.38534  C2 1.093
10 H 1.58474 0.23106 -0.05056  C2 1.092
11 H -0.25639 0.46262 -1.85121  N4 1.012
12 H -1.85905 -0.30210 -1.62464  N4 1.011
13 N -1.00347 1.68060 1.17028  N14 1.507, H16 1.017, H17 1.019
14 N 0.31204 2.38242 0.95051  N13 1.507, O15 1.194
15 O 0.33522 2.90261 -0.12410  N14 1.194
16 H -1.00116 1.22504 2.07922  N13 1.017
17 H -1.70836 1.91775 0.47423  N13 1.019

---

<C>
Molecular formula: C3H9N3O2
Method: DFT, ωB97M-V/def2-TZVPD

Properties
E_HOMO: -8.89 eV
Kohn-Sham gap: 0.3566 hartree
SMILES string: C=C(O)N(C)O.[H]/N=N/[H]

Last columns: bonded neighbours and bond lengths (Å).
CARTESIAN COORDINATES (ANGSTROEM)
1 C 0.32838 -2.11005 0.26285  C2 1.330, H7 1.068, H8 1.074
2 C -0.12207 -0.85963 0.20390  C1 1.330, O3 1.356, N4 1.480
3 O -1.11780 -0.40396 1.00287  C2 1.356, H9 0.970
4 N 0.17634 -0.04984 -0.99782  C2 1.480, C5 1.455, O6 1.435
5 C -0.82417 -0.20130 -2.04373  N4 1.455, H10 1.091, H11 1.095, H12 1.089
6 O 0.21274 1.33261 -0.61414  N4 1.435, H13 0.962
7 H 1.03541 -2.47483 -0.44919  C1 1.068
8 H -0.04204 -2.78552 1.01052  C1 1.074
9 H -1.13556 0.56479 0.95609  O3 0.970
10 H -0.52055 0.39284 -2.90723  C5 1.091
11 H -1.82184 0.11273 -1.71807  C5 1.095
12 H -0.84697 -1.25507 -2.31884  C5 1.089
13 H 1.11005 1.62723 -0.79705  O6 0.962
14 H 0.49922 2.81709 2.44150  N15 1.042
15 N 0.41139 1.78045 2.38368  H14 1.042, N16 1.232
16 N 1.41682 1.28939 1.86896  N15 1.232, H17 1.092
17 H 1.24064 0.22308 1.71570  N16 1.092

---

According to the calculations, the structures order from most to least stable as <B>, <C>, <A>.

---

<A>
Molecular formula: C2H8N2S2
Method: DFT, ωB97M-V/def2-TZVPD

Properties
E_HOMO: -9.46 eV
Kohn-Sham gap: 0.3545 hartree
SMILES string: C/N=C\N.SS

Last columns: bonded neighbours and bond lengths (Å).
CARTESIAN COORDINATES (ANGSTROEM)
1 C -0.02034 0.91490 0.85539  N2 1.475, H5 1.116, H6 1.106, H7 1.080
2 N 1.23133 0.41567 1.45588  C1 1.475, C3 1.288
3 C 1.79616 -0.68529 1.09931  N2 1.288, N4 1.450, H8 1.107
4 N 1.37321 -1.37319 -0.10447  C3 1.450, H9 1.003, H10 1.052
5 H 0.10292 1.99010 0.58400  C1 1.116
6 H -0.80600 0.84094 1.63093  C1 1.106
7 H -0.31027 0.34474 -0.01454  C1 1.080
8 H 2.69747 -1.17005 1.52140  C3 1.107
9 H 2.21956 -1.43848 -0.63947  N4 1.003
10 H 1.26636 -2.36129 0.23937  N4 1.052
11 S -2.19552 1.43672 -2.52249  S12 2.126, H13 1.362
12 S -3.14658 -0.14372 -1.46449  S11 2.126, H14 1.328
13 H -0.98747 0.82286 -2.38310  S11 1.362
14 H -3.22084 0.40610 -0.25771  S12 1.328

---

<B>
Molecular formula: C2H8N2S2
Method: DFT, ωB97M-V/def2-TZVPD

Properties
E_HOMO: -7.81 eV
Kohn-Sham gap: 0.3109 hartree

Last columns: bonded neighbours and bond lengths (Å).
CARTESIAN COORDINATES (ANGSTROEM)
1 C -0.82858 -0.82161 0.81450  N4 1.424, H7 1.143, H8 1.147, H9 1.250
2 C 1.14774 0.28938 -0.68453  S5 1.751, S6 1.807, H10 1.021
3 N -1.52346 0.80426 -0.68453  N4 1.338, H11 1.104, H12 1.052
4 N -0.75643 -0.27596 -0.49888  C1 1.424, N3 1.338
5 S 2.14459 -0.95131 0.04487  C2 1.751, H13 1.348
6 S 1.18624 1.87670 0.17824  C2 1.807, H14 1.292
7 H -1.02772 0.01445 1.56789  C1 1.143
8 H -1.74095 -1.50793 0.70799  C1 1.147
9 H 0.10925 -1.57554 1.15341  C1 1.250
10 H 1.24741 0.25274 -1.69959  C2 1.021
11 H -1.21182 1.62655 -0.01743  N3 1.104
12 H -1.53866 1.09949 -1.69448  N3 1.052
13 H 1.73459 -2.11177 -0.50504  S5 1.348
14 H 1.05780 1.28055 1.31756  S6 1.292

---

According to the calculations, the structures order from most to least stable as <A>, <B>.